ORCA calculation (the ωB97M-V functional and the def2-TZVPD basis) on a structure of composition C30H15Cl84NO2P.

Each line ends with the Löwdin charge.
CARTESIAN COORDINATES (ANGSTROEM)
C (1.4249, 1.3559, -3.2026)  -0.145
C (0.2675, 1.9158, -2.1847)  -0.229
C (-0.2263, 0.8498, -1.0400)  -0.226
O (0.8883, 0.2783, -0.2260)  -0.195
C (0.4575, 0.3823, 1.1767)  -0.188
C (1.2947, -0.5500, 2.2341)  -0.002
C (1.7334, -2.1162, 2.0264)  0.042
C (2.5456, -2.8666, 3.2810)  -0.086
C (2.8516, -1.9815, 4.6460)  -0.010
N (2.4693, -0.5210, 4.7963)  -0.196
P (2.8358, 0.4803, 6.2700)  0.636
O (4.3011, 1.1325, 6.1061)  -0.463
C (1.7338, 0.1620, 3.6645)  0.026
H (2.4730, 1.3122, -2.6730)  0.054
H (1.0935, 0.3343, -3.6910)  0.064
H (1.5115, 2.1257, -4.1107)  0.061
H (-0.7022, 2.2184, -2.8107)  0.051
H (0.5878, 2.9079, -1.6201)  0.110
H (-1.0251, 1.4259, -0.3720)  0.128
H (-0.7823, -0.0939, -1.5084)  0.051
H (0.6504, 1.5150, 1.4979)  0.127
H (-0.6942, 0.1251, 1.3459)  0.140
H (1.4783, -2.6756, 1.0238)  -0.012
H (2.9030, -3.9920, 3.2408)  0.035
H (3.3951, -2.4997, 5.5630)  -0.073
H (1.8275, 1.5385, 6.4206)  -0.068
H (2.7380, -0.3865, 7.4251)  -0.024
H (1.4503, 1.3052, 3.8213)  -0.011
C (0.0901, -6.3740, 2.6704)  -1.941
Cl (1.1698, -4.9593, 2.7571)  0.616
Cl (0.0181, -6.9640, 0.9907)  0.508
Cl (0.7162, -7.6647, 3.7270)  0.526
Cl (-1.5438, -5.9077, 3.2065)  0.492
C (-2.3056, -10.5797, 3.3504)  -1.976
Cl (-1.7889, -9.1758, 2.3825)  0.461
Cl (-1.3835, -10.6219, 4.8745)  0.516
Cl (-4.0449, -10.4441, 3.7121)  0.527
Cl (-2.0047, -12.0769, 2.4327)  0.496
C (3.2565, 4.9493, -4.0580)  -1.993
Cl (4.3362, 6.3639, -3.9713)  0.524
Cl (3.1845, 4.3593, -5.7378)  0.504
Cl (3.8826, 3.6585, -3.0014)  0.533
Cl (1.6226, 5.4155, -3.5219)  0.506
C (5.5764, -2.5263, 8.3377)  -1.942
Cl (7.0813, -3.1964, 7.6587)  0.526
Cl (5.8777, -0.8743, 8.9333)  0.545
Cl (4.3222, -2.4821, 7.0730)  0.612
Cl (5.0248, -3.5522, 9.6858)  0.519
C (-0.8829, 4.2056, 3.6781)  -1.948
Cl (0.0388, 2.7399, 4.0985)  0.563
Cl (-0.2927, 4.8537, 2.1268)  0.520
Cl (-2.6115, 3.7990, 3.5328)  0.495
Cl (-0.6659, 5.4299, 4.9542)  0.549
C (3.4393, 6.3968, 1.6362)  -1.993
Cl (5.2140, 6.5208, 1.7355)  0.493
Cl (2.7051, 7.9175, 2.2049)  0.526
Cl (2.9583, 6.1005, -0.0535)  0.495
Cl (2.8801, 5.0488, 2.6582)  0.473
C (-3.5822, 0.5450, -3.3644)  -1.969
Cl (-2.0773, -0.1251, -4.0434)  0.509
Cl (-3.2809, 2.1970, -2.7687)  0.538
Cl (-4.8364, 0.5891, -4.6290)  0.520
Cl (-4.1338, -0.4810, -2.0162)  0.500
C (-4.2771, -4.5254, 6.1802)  -1.995
Cl (-3.1973, -3.1107, 6.2670)  0.450
Cl (-4.3490, -5.1154, 4.5005)  0.475
Cl (-3.6510, -5.8161, 7.2368)  0.539
Cl (-5.9110, -4.0592, 6.7163)  0.528
C (8.9301, 6.7461, -0.1416)  -2.005
Cl (7.8001, 7.8821, -0.9210)  0.506
Cl (8.3619, 6.3807, 1.5071)  0.483
Cl (9.0073, 5.2402, -1.0906)  0.512
Cl (10.5509, 7.4817, -0.0618)  0.521
C (0.5016, 4.6572, -8.5827)  -2.001
Cl (2.0065, 3.9871, -9.2618)  0.516
Cl (0.8030, 6.3092, -7.9871)  0.490
Cl (-0.7526, 4.7014, -9.8474)  0.503
Cl (-0.0500, 3.6313, -7.2346)  0.492
C (-0.8654, 0.9700, 8.0648)  -1.922
Cl (-1.3639, 2.6468, 7.7260)  0.547
Cl (-1.8727, -0.1522, 7.1159)  0.522
Cl (0.8456, 0.7568, 7.6160)  0.555
Cl (-1.0709, 0.6289, 9.8014)  0.558
C (-4.5516, -3.5697, -5.7351)  -1.970
Cl (-3.6299, -5.0355, -5.3147)  0.487
Cl (-3.9614, -2.9216, -7.2863)  0.517
Cl (-6.2802, -3.9763, -5.8804)  0.533
Cl (-4.3347, -2.3454, -4.4589)  0.463
C (-4.7636, -1.1334, 2.9947)  -1.975
Cl (-3.2587, -1.8036, 2.3157)  0.500
Cl (-4.4623, 0.5186, 3.5904)  0.502
Cl (-6.0178, -1.0893, 1.7301)  0.532
Cl (-5.3152, -2.1594, 4.3429)  0.471
C (-3.1961, 5.7378, -13.1053)  -2.008
Cl (-2.4354, 6.9429, -12.0358)  0.462
Cl (-1.9498, 4.6296, -13.7324)  0.511
Cl (-4.4084, 4.8098, -12.1868)  0.510
Cl (-3.9906, 6.5692, -14.4662)  0.519
C (0.8642, -3.6512, -2.3115)  -1.956
Cl (-0.2818, -2.3309, -2.6555)  0.530
Cl (0.3877, -5.1044, -3.2258)  0.543
Cl (2.5050, -3.1552, -2.7976)  0.543
Cl (0.8456, -4.0144, -0.5673)  0.539
C (-0.8875, -12.9453, -1.5119)  -2.006
Cl (0.8335, -13.4070, -1.5126)  0.515
Cl (-1.8592, -14.2768, -0.8356)  0.514
Cl (-1.1098, -11.4833, -0.5181)  0.466
Cl (-1.4142, -12.6143, -3.1815)  0.514
C (8.9107, -3.9112, 11.3208)  -1.978
Cl (7.7807, -2.7753, 10.5415)  0.445
Cl (8.3425, -4.2766, 12.9696)  0.524
Cl (8.9879, -5.4172, 10.3718)  0.517
Cl (10.5315, -3.1756, 11.4006)  0.527
C (-2.5810, -7.6920, -8.7750)  -2.005
Cl (-0.8063, -7.5681, -8.6756)  0.510
Cl (-3.3152, -6.1714, -8.2063)  0.468
Cl (-3.0620, -7.9884, -10.4647)  0.518
Cl (-3.1402, -9.0401, -7.7530)  0.510
C (-6.0801, 4.4355, -0.5710)  -1.989
Cl (-5.1610, 4.2860, 0.9481)  0.462
Cl (-5.0779, 5.2588, -1.7927)  0.510
Cl (-6.5216, 2.8131, -1.1602)  0.504
Cl (-7.5595, 5.3845, -0.2790)  0.518
C (-5.8605, 7.5816, 2.9664)  -1.993
Cl (-4.9388, 6.1159, 3.3868)  0.436
Cl (-5.2703, 8.2297, 1.4151)  0.517
Cl (-7.5891, 7.1750, 2.8211)  0.511
Cl (-5.6436, 8.8059, 4.2425)  0.526
C (0.3677, 9.9463, -11.2635)  -2.001
Cl (2.1424, 10.0702, -11.1641)  0.518
Cl (-0.3665, 11.4669, -10.6948)  0.518
Cl (-0.1133, 9.6500, -12.9532)  0.510
Cl (-0.1915, 8.5982, -10.2415)  0.462

Calculated values
Kohn-Sham gap   7.512 eV
Calculated total energy   -1098083.61804 eV
Total charge   +1
Highest occupied orbital energy   -0.4442 hartree

---

ORCA calculation (the ωB97M-V functional and the def2-TZVPD basis) on a structure of composition C30H17BrI2N3O3V.

Each line ends with the Mulliken spin population.
CARTESIAN COORDINATES (ANGSTROEM)
V (0.1672, -0.2681, -0.1649)  1.196
I (-3.3052, -3.7900, -0.7456)  -0.001
C (-1.2676, -3.8943, -1.0936)  -0.006
C (-0.6754, -5.0664, -1.6418)  0.001
C (0.6651, -5.1462, -1.8779)  -0.004
I (1.4359, -6.8907, -2.7076)  -0.001
C (1.5243, -4.0533, -1.5533)  0.000
C (2.9240, -3.9872, -1.7176)  0.007
C (3.6021, -2.8638, -1.3286)  -0.003
C (2.9036, -1.7866, -0.7626)  0.015
N (1.5984, -1.8099, -0.5960)  -0.010
C (0.9189, -2.9220, -1.0058)  -0.005
C (-0.4741, -2.8397, -0.8111)  0.012
O (-0.8525, -1.6191, -0.3173)  -0.057
H (-1.3160, -5.9035, -1.8810)  0.000
H (3.4529, -4.8255, -2.1525)  0.000
H (4.6732, -2.7918, -1.4518)  0.000
H (3.4188, -0.8933, -0.4328)  -0.001
C (0.7912, -1.1466, 4.0463)  -0.006
C (0.3277, 0.0439, 4.5949)  0.008
C (-0.1151, 1.0700, 3.7713)  -0.003
C (-0.0912, 0.8833, 2.3963)  0.002
C (0.3600, -0.3176, 1.8347)  -0.110
C (0.8130, -1.3276, 2.6684)  0.007
C (-0.6198, 1.8703, 1.4341)  -0.001
C (-0.6695, 3.2551, 1.6754)  -0.001
C (-1.1038, 4.0859, 0.6875)  -0.001
C (-1.5469, 3.5646, -0.5510)  -0.001
C (-2.0069, 4.3851, -1.6044)  -0.001
C (-2.4134, 3.8267, -2.7825)  0.002
C (-2.3878, 2.4250, -2.9461)  0.002
C (-1.9450, 1.6087, -1.9424)  0.016
C (-1.5029, 2.1726, -0.7309)  -0.013
N (-1.0020, 1.3518, 0.2628)  -0.006
H (1.1266, -1.9432, 4.6981)  0.000
H (0.3005, 0.1683, 5.6690)  0.000
H (-0.4930, 1.9897, 4.2018)  0.000
H (1.1718, -2.2648, 2.2602)  0.003
H (-0.3200, 3.6422, 2.6216)  0.000
H (-1.1011, 5.1599, 0.8358)  0.000
H (-2.0341, 5.4585, -1.4595)  0.000
H (-2.7673, 4.4539, -3.5893)  0.000
H (-2.7320, 1.9912, -3.8757)  0.000
H (-1.9425, 0.5326, -2.0632)  -0.008
Br (2.0478, 6.2333, -1.3261)  0.000
C (1.9521, 4.6601, -2.3569)  0.000
C (2.0515, 4.7200, -3.7407)  0.000
N (1.9436, 3.6446, -4.5216)  0.000
C (1.7166, 2.4720, -3.9389)  0.000
C (1.6254, 2.3264, -2.5608)  -0.006
C (1.7551, 3.4429, -1.7469)  -0.002
C (1.3000, 1.0172, -1.9746)  -0.008
O (0.8226, 0.0806, -2.6033)  0.004
O (1.4650, 0.8945, -0.6537)  -0.021
H (2.2194, 5.6691, -4.2347)  0.000
H (1.6065, 1.6090, -4.5841)  0.000
H (1.6863, 3.3581, -0.6701)  0.001

Calculated values
Kohn-Sham gap (alpha / beta)   7.179 / 7.419 eV
Calculated total energy   -153927.13292 eV
Total charge   +1
ΔE to the lowest compared entry with this formula, charge and spin   0.00 kcal/mol
Expectation value of S²   0.761
Highest occupied orbital energy (alpha / beta)   -0.4130 / -0.4139 hartree
Spin multiplicity   2

---

ORCA calculation (the ωB97M-V functional and the def2-TZVPD basis) on a structure of composition C30H18Cl5N6O2STa.

Each line ends with the Löwdin charge.
CARTESIAN COORDINATES (ANGSTROEM)
Ta (-0.2417, 0.6517, -0.1417)  1.826
O (2.3590, -0.2051, 2.9456)  0.145
C (1.7376, 0.3566, 2.0816)  -0.458
N (0.4249, 0.2214, 1.7631)  -0.060
C (-0.5970, -0.4598, 2.5121)  -0.190
C (-0.4343, -1.3667, 3.5590)  0.003
C (-1.5523, -1.9964, 4.0630)  -0.037
C (-2.8253, -1.7544, 3.5369)  -0.034
C (-3.0059, -0.8295, 2.5234)  -0.028
C (-1.8726, -0.1939, 1.9840)  -0.233
N (-1.8780, 0.7912, 0.9397)  -0.094
C (-2.8147, 1.7977, 0.8155)  -0.410
O (-3.8191, 1.8992, 1.4641)  0.172
C (-2.4272, 2.7818, -0.2574)  -0.152
C (-3.2769, 3.7479, -0.6914)  0.052
C (-2.8231, 4.7336, -1.5755)  0.031
C (-1.5046, 4.6988, -1.9885)  0.006
C (-0.7688, 3.5694, -1.6757)  -0.128
N (-1.1884, 2.6052, -0.8200)  -0.016
C (2.3986, 1.3790, 1.2104)  -0.191
C (3.7070, 1.7391, 1.4248)  0.057
C (4.2870, 2.6937, 0.5690)  0.039
C (3.4712, 3.3002, -0.3968)  -0.001
C (2.1587, 2.9112, -0.5138)  -0.138
N (1.6273, 1.9479, 0.2602)  -0.020
H (0.5318, -1.5133, 4.0177)  0.118
H (-1.4241, -2.6802, 4.8879)  0.120
H (-3.6739, -2.2649, 3.9354)  0.114
H (-3.9899, -0.5789, 2.1718)  0.110
H (-4.2513, 3.7521, -0.2713)  0.134
H (-3.4838, 5.5016, -1.9361)  0.133
H (-1.0457, 5.4553, -2.6430)  0.142
H (0.1530, 3.3640, -2.1568)  0.036
H (4.2427, 1.2329, 2.2195)  0.142
H (5.3106, 2.9947, 0.7233)  0.130
H (3.8225, 4.0750, -1.0572)  0.126
H (1.5039, 3.3983, -1.2377)  0.072
Cl (0.7946, 1.0255, -2.5796)  0.838
C (-0.6197, 0.0535, -2.9327)  -0.633
C (-1.3525, -0.2956, -1.8110)  -0.325
C (-2.4077, -1.1819, -1.9909)  -0.650
Cl (-3.3023, -1.7147, -0.5965)  0.776
C (-2.7149, -1.6638, -3.2784)  -0.663
Cl (-3.9981, -2.7918, -3.4959)  0.744
C (-1.9378, -1.2814, -4.3842)  -0.695
Cl (-2.3446, -1.8306, -5.9399)  0.778
C (-0.8603, -0.4318, -4.2042)  -0.701
Cl (0.2097, 0.0080, -5.4623)  0.761
N (2.3940, -5.6078, 0.9243)  0.134
C (2.9344, -4.3899, 1.0516)  -0.816
S (4.2986, -3.9291, 1.8789)  0.776
C (2.2412, -3.2582, 0.4483)  -0.215
C (2.9385, -2.2814, -0.2762)  0.002
C (2.2775, -1.1916, -0.7881)  -0.092
N (0.9561, -1.0551, -0.5916)  -0.148
C (0.2571, -2.0190, 0.0437)  -0.136
C (0.8392, -3.1145, 0.5899)  0.049
H (2.8488, -6.4368, 1.3053)  0.133
H (1.5299, -5.7724, 0.4207)  0.122
H (3.9944, -2.4232, -0.4783)  0.121
H (2.7722, -0.4296, -1.3852)  0.111
H (-0.8090, -1.9101, 0.1950)  0.076
H (0.2237, -3.8336, 1.0925)  0.135

Calculated values
Kohn-Sham gap   5.908 eV
Calculated total energy   -119425.18233 eV
Total charge   +2
ΔE to the lowest compared entry with this formula, charge and spin   7.96 kcal/mol
Highest occupied orbital energy   -0.4905 hartree

---

ORCA calculation (the ωB97M-V functional and the def2-TZVPD basis) on a structure of composition C30H18ClCuIN5O5S2.

Each line ends with the Mulliken spin population.
CARTESIAN COORDINATES (ANGSTROEM)
Cu (0.5327, 0.8261, 0.8746)  0.698
Cl (-2.9664, -3.6835, 4.6160)  0.000
C (-2.4363, -2.2567, 3.7609)  -0.002
C (-3.2842, -1.1949, 3.6205)  0.002
C (-2.8925, -0.0323, 2.9369)  0.005
I (-4.2254, 1.5523, 2.7462)  0.000
C (-1.6319, 0.0994, 2.3634)  0.032
O (-1.2057, 1.1259, 1.7237)  0.080
C (-0.7584, -1.0397, 2.5288)  -0.027
N (0.4615, -0.8988, 1.9602)  0.064
C (1.3420, -1.8617, 2.0409)  -0.005
C (1.0578, -3.0662, 2.7076)  0.005
C (-0.1679, -3.2399, 3.2877)  -0.004
C (-1.1309, -2.2098, 3.2152)  0.004
H (-4.2781, -1.2519, 4.0433)  0.000
H (2.2999, -1.6852, 1.5674)  0.001
H (1.8110, -3.8405, 2.7501)  0.001
H (-0.4141, -4.1583, 3.8036)  0.000
S (2.8997, 1.4360, 2.9973)  -0.003
C (3.3201, 1.0276, 1.4224)  0.000
N (2.4833, 0.7062, 0.4445)  0.067
C (3.1112, 0.4484, -0.7646)  0.006
C (2.4738, 0.1163, -1.9584)  0.001
C (3.2494, -0.1085, -3.0830)  0.000
C (4.6405, -0.0108, -3.0352)  0.000
C (5.2810, 0.3186, -1.8513)  -0.001
C (4.5082, 0.5486, -0.7216)  0.001
S (5.0010, 0.9888, 0.8883)  0.007
H (1.3956, 0.0308, -1.9944)  -0.002
H (2.7600, -0.3679, -4.0133)  0.000
H (5.2257, -0.1935, -3.9276)  0.000
H (6.3600, 0.3978, -1.8072)  0.000
N (-0.3266, 3.8638, -1.8235)  0.002
C (-0.2704, 2.5920, -1.3554)  -0.002
N (0.3310, 2.5324, -0.1972)  0.060
C (0.7011, 3.8304, 0.1273)  0.010
C (1.3771, 4.3195, 1.2410)  -0.001
C (1.6118, 5.6798, 1.2872)  -0.001
C (1.1882, 6.5351, 0.2582)  0.000
C (0.5198, 6.0568, -0.8527)  -0.001
C (0.2874, 4.6868, -0.8968)  0.003
H (-0.7417, 4.1328, -2.6965)  0.000
H (-0.6693, 1.7368, -1.8978)  -0.001
H (1.7112, 3.6456, 2.0211)  -0.002
H (2.1374, 6.0979, 2.1357)  0.000
H (1.3924, 7.5955, 0.3357)  0.000
H (0.1966, 6.7178, -1.6466)  0.000
O (-0.9611, -0.0351, -2.8460)  0.000
C (-1.0512, -0.6960, -1.7932)  0.000
O (-0.4908, -0.4561, -0.6957)  0.004
C (-1.9531, -1.9279, -1.8103)  -0.001
C (-2.1788, -2.6449, -0.6396)  0.001
C (-2.9979, -3.7611, -0.6439)  0.000
C (-3.5793, -4.1439, -1.8413)  0.000
C (-3.3744, -3.4500, -3.0223)  0.000
C (-2.5557, -2.3339, -2.9954)  0.000
N (-4.4476, -5.3315, -1.8610)  0.000
O (-4.6013, -5.9452, -0.8224)  0.000
O (-4.9653, -5.6437, -2.9181)  0.000
H (-1.7037, -2.3058, 0.2712)  -0.001
H (-3.1914, -4.3289, 0.2542)  0.000
H (-3.8518, -3.7869, -3.9301)  0.000
H (-2.3655, -1.7546, -3.8884)  0.000

Calculated values
Kohn-Sham gap (alpha / beta)   6.817 / 6.807 eV
Calculated total energy   -136027.58525 eV
Total charge   -1
ΔE to the lowest compared entry with this formula, charge and spin   0.00 kcal/mol
Expectation value of S²   0.752
Highest occupied orbital energy (alpha / beta)   -0.1863 / -0.1860 hartree
Spin multiplicity   2

---

Q: Among the records above, which one has the highest calculated total energy?
A: C30H18Cl5N6O2STa